No. 1
{"formula": "C3H2O2", "method": "ωB97M-V/def2-TZVPD", "species": ["C", "C", "C", "O", "O", "H", "H"], "positions_angstrom": [[0.0721, -0.0880, -0.5104], [-0.0625, 0.5193, 0.5452], [2.6932, -0.1279, -0.0139], [2.6841, 0.8550, 0.5694], [2.7995, -1.1106, -0.5956], [0.2627, -0.9007, -1.1526], [0.0821, 1.2935, 1.2563]], "nbo_charge": [-0.269, -0.214, 1.040, -0.516, -0.524, 0.242, 0.241], "smiles": "O=C=O.C#C", "de_lowest_kj_mol": 40.04, "total_energy_ha": -265.93601, "lumo_ev": 0.727, "e_homo_ev": -10.8246}

---

No. 2
{"formula": "C3H2O2", "method": "ωB97M-V/def2-TZVPD", "species": ["C", "C", "C", "O", "O", "H", "H"], "positions_angstrom": [[1.9302, -0.5550, -0.0084], [1.6345, 0.6613, 0.0270], [-2.3563, -0.0646, 0.0371], [-2.3766, -1.2185, -0.0669], [-2.3527, 1.0861, -0.0017], [2.2106, -1.4136, 0.5254], [1.3104, 1.5043, -0.5126]], "nbo_charge": [-0.223, -0.231, 1.025, -0.513, -0.512, 0.226, 0.228], "smiles": "O=C=O.C#C", "de_lowest_kj_mol": 56.40, "total_energy_ha": -265.92978, "lumo_ev": 0.558, "e_homo_ev": -10.7236}

---

No. 3
{"formula": "C3H2O2", "method": "ωB97M-V/def2-TZVPD", "species": ["C", "C", "C", "O", "O", "H", "H"], "positions_angstrom": [[2.2006, -0.4588, 0.0643], [0.8251, -0.0831, 0.0252], [-0.4823, 0.1177, -0.0532], [1.9348, 0.8177, -0.0233], [-1.3584, -0.9172, -0.0436], [-0.8741, 1.1271, -0.1352], [-2.2457, -0.6034, 0.1658]], "nbo_charge": [0.321, -0.018, 0.090, -0.405, -0.661, 0.186, 0.486], "de_lowest_kj_mol": 353.03, "total_energy_ha": -265.81680, "lumo_ev": 0.051, "e_homo_ev": -9.3452}

---

No. 4
{"formula": "C3H2O2", "method": "ωB97M-V/def2-TZVPD", "species": ["C", "C", "O", "C", "O", "H", "H"], "positions_angstrom": [[0.6279, 3.1283, -1.2564], [1.6912, 2.4963, -1.4368], [0.8294, -0.5200, -0.1369], [-0.2176, -0.0340, 0.0524], [-1.1324, 0.6344, 0.2872], [-0.2527, 3.7299, -1.0461], [2.6310, 2.0237, -1.7074]], "nbo_charge": [0.186, 0.186, -0.510, 1.019, -0.500, 0.310, 0.310], "charge": 1, "s_squared": 0.75, "total_energy_ha": -265.53589, "lumo_ev": [-6.192, -11.427], "e_homo_ev": [-16.9248, -16.9218], "multiplicity": 2}